Density functional theory data (ωB97M-V/def2-TZVPD) for CHAlF3O2S as an isolated structure.

Element x y z (Å)
1 S 1.254 0.040 -0.684
2 O 0.693 -1.171 -1.561
3 O 0.780 1.211 -1.621
4 Al 0.007 -0.001 -2.670
5 C -0.129 0.008 0.591
6 F -0.005 -1.120 1.310
7 F -0.087 1.058 1.410
8 F -1.440 -0.011 3.240
9 H -1.073 -0.014 -0.014

## Properties
**HOMO energy (spin up / spin down)**: -16.48 / -14.72 eV
**Charge**: +1
**Electronic energy**: -30721.36464 eV
**Kohn-Sham gap (spin up / spin down)**: 8.804 / 7.649 eV